[1]
# C32H46HgN8O3S3

A molecular structure, C32H46HgN8O3S3 at a distorted geometry (the ωB97M-V functional and the def2-TZVPD basis, OMol25).

Geometry as ORCA input:
```
! RIJCOSX wB97M-V def2-TZVPD def2/J DEFGRID3
* xyz -1 2
Hg 0.0571 -0.5428 -0.4794
O -0.7668 4.1369 0.4301
C -0.6499 4.7025 -0.7836
C -0.4962 6.0889 -0.8617
C -0.3911 6.7151 -2.0903
C -0.4249 5.9678 -3.2620
C -0.5641 4.5914 -3.1931
C -0.6827 3.9396 -1.9700
C -0.8837 2.4652 -1.8713
O -1.1119 1.9602 -0.7081
N -0.8356 1.7942 -2.9801
N -0.8455 0.4594 -2.9726
C -1.7690 -0.1859 -3.5819
C -1.8397 -1.6072 -3.7944
C -2.9234 -2.0888 -4.5423
C -3.1074 -3.4276 -4.8073
C -2.1844 -4.3496 -4.2920
C -1.1167 -3.9235 -3.5470
C -0.8652 -2.5358 -3.2704
O 0.1777 -2.1788 -2.6451
H -0.9127 3.1493 0.2307
H -0.4778 6.6530 0.0630
H -0.2854 7.7929 -2.1359
H -0.3547 6.4620 -4.2232
H -0.5882 3.9888 -4.0911
H -2.5842 0.3990 -4.0286
H -3.6391 -1.3684 -4.9288
H -3.9482 -3.7644 -5.4012
H -2.3224 -5.4083 -4.4872
H -0.3951 -4.6307 -3.1536
C 3.0578 1.0577 2.1648
C 4.2742 0.4172 1.5136
S 3.9570 -0.6543 0.0718
C 4.6553 0.3308 -1.3064
C 3.6762 0.6278 -2.4304
S 2.2187 1.6249 -2.0291
C 2.8833 3.1583 -1.3074
C 3.1131 3.1699 0.2180
S 1.9581 2.0869 1.1426
H 2.3787 0.2816 2.5230
H 3.4031 1.6512 3.0153
H 5.0083 1.1610 1.2076
H 4.7455 -0.2268 2.2586
H 5.0700 1.2463 -0.8858
H 5.4771 -0.2603 -1.7159
H 4.2117 1.1073 -3.2536
H 3.2266 -0.3003 -2.7893
H 3.7981 3.4252 -1.8398
H 2.1089 3.8861 -1.5533
H 4.1241 2.8644 0.4817
H 2.9536 4.1819 0.5904
C -3.7731 -0.5960 -0.4509
N -3.8383 0.4354 0.5644
C -4.0615 1.7941 0.0943
C -3.7183 2.6063 1.3318
N -2.7280 1.7667 1.9800
C -2.1498 2.2494 3.2053
C -2.8475 0.4588 1.5489
N -2.2780 -0.6259 1.9090
C -1.3058 -0.7362 2.9656
C -0.9557 -2.2094 3.1874
N 0.0466 -2.6533 2.2499
C 0.8540 -3.5975 2.5003
N 1.9366 -3.8793 1.6756
C 1.8762 -3.6849 0.2455
C 2.6591 -5.0379 2.1494
C 2.2304 -5.1271 3.6120
N 0.9586 -4.4390 3.6093
C -0.0586 -4.8038 4.5584
H -3.5071 -1.5353 0.0262
H -3.0131 -0.3701 -1.2092
H -4.7452 -0.6770 -0.9392
H -5.0908 1.9281 -0.2434
H -3.3706 2.0351 -0.7182
H -4.5996 2.7403 1.9794
H -3.2996 3.5865 1.0957
H -1.9145 3.3063 3.0694
H -1.2246 1.7308 3.4337
H -2.8363 2.1545 4.0599
H -1.6901 -0.3482 3.9202
H -0.3790 -0.2007 2.7150
H -1.8854 -2.7732 3.0529
H -0.6148 -2.3252 4.2272
H 1.0875 -2.9738 0.0135
H 1.6623 -4.6289 -0.2716
H 2.8248 -3.2885 -0.1157
H 3.7354 -4.9018 2.0271
H 2.3596 -5.9401 1.5933
H 2.9516 -4.6168 4.2655
H 2.1237 -6.1584 3.9554
H -0.0287 -5.8862 4.7197
H -1.0431 -4.5501 4.1772
H 0.0820 -4.3187 5.5319
*
```

Output
electronic energy	-88674.139	eV
LUMO level (spin up / spin down)	2.212 / 1.467	eV
⟨S²⟩	0.756
largest force on an atom	1.7	eV/Å



[2]
# C18H12Co2NO6

A molecular structure, C18H12Co2NO6 at a distorted geometry (the ωB97M-V functional and the def2-TZVPD basis, OMol25).

Geometry as ORCA input:
```
! RIJCOSX wB97M-V def2-TZVPD def2/J DEFGRID3
* xyz -1 1
C -2.9233 2.3623 -1.5339
C -3.6465 1.0761 -1.5458
C -5.0386 1.1139 -1.7398
C -5.7568 -0.0837 -1.8041
C -5.0796 -1.3074 -1.7677
C -3.6884 -1.3170 -1.5726
C -3.0284 -2.6412 -1.5980
C -2.9546 -0.1280 -1.3495
N -1.5632 -0.1049 -0.9606
C -0.4543 0.1770 -0.5094
H -1.8423 2.1915 -1.5368
H -3.2160 2.9482 -2.4251
H -3.2128 2.9338 -0.6352
H -5.5636 2.0828 -1.8521
H -6.8490 -0.0546 -1.9198
H -5.6546 -2.2460 -1.9030
H -1.9447 -2.5032 -1.6661
H -3.2876 -3.2039 -0.6825
H -3.3940 -3.2159 -2.4719
O 1.9502 -1.4991 4.8945
C 2.6750 -0.9299 4.1966
Co 3.7521 -0.1613 3.0540
C 3.1442 1.4715 3.2352
O 2.7422 2.5559 3.3372
C 5.1111 -0.2172 4.1852
O 5.9812 -0.2941 4.9392
C 2.9087 -0.9454 1.2619
C 2.2072 -0.3143 0.2945
C 0.9260 -0.4983 -0.5264
Co 4.0092 0.2047 0.3744
C 3.4111 1.8280 0.4777
O 2.8804 2.8478 0.5105
C 4.8886 0.1164 -1.1664
O 5.3832 0.1100 -2.2251
C 5.4804 0.6390 1.5423
O 6.5127 1.1062 1.8463
H 3.1218 -2.0400 1.3141
H 1.3373 -0.4863 -1.5872
H 0.6758 -1.5734 -0.4844
*
```

Output
electronic energy	-107882.979	eV
LUMO level	1.911	eV
energy relative to the best compared isomer or geometry (same formula, charge and spin)	38.16	kcal/mol
largest force on an atom	4.6	eV/Å



[3]
# C20H34Cl3GeN4O4P2SV

A molecular structure, C20H34Cl3GeN4O4P2SV (the ωB97M-V functional and the def2-TZVPD basis, OMol25).

Geometry as ORCA input:
```
! RIJCOSX wB97M-V def2-TZVPD def2/J DEFGRID3
* xyz 2 3
V 0.0792 0.9754 0.6905
C 4.2626 2.3939 0.8448
N 3.5889 1.5226 1.8167
C 3.8340 1.8799 3.2142
P 3.0202 0.1117 1.2614
O 1.8482 0.2414 0.3063
O 2.4806 -0.6081 2.5883
P 0.9584 -0.9953 3.0498
O 0.0026 -0.0614 2.2996
N 0.7316 -2.5362 2.6733
C 0.6670 -3.6235 3.6604
C 0.8289 -2.9715 1.2773
N 0.8985 -0.7735 4.6365
C 2.0202 -1.1775 5.4902
C -0.0645 0.1487 5.2548
N 4.1799 -0.7246 0.5284
C 5.5084 -0.8445 1.1383
C 3.9224 -1.6840 -0.5522
H 4.0086 3.4312 1.0629
H 3.9370 2.1630 -0.1686
H 5.3474 2.2798 0.9011
H 3.3949 2.8561 3.4236
H 4.9071 1.9339 3.4100
H 3.3942 1.1445 3.8806
H 0.2557 -3.2634 4.5984
H 1.6516 -4.0619 3.8327
H 0.0058 -4.3932 3.2669
H 0.8051 -2.1174 0.6000
H -0.0223 -3.6076 1.0379
H 1.7515 -3.5313 1.1097
H 2.6379 -1.9223 4.9912
H 1.6309 -1.6194 6.4068
H 2.6410 -0.3179 5.7499
H -0.9226 0.2948 4.6052
H 0.3999 1.1137 5.4673
H -0.4112 -0.2886 6.1900
H 5.6648 -0.0601 1.8770
H 6.2672 -0.7474 0.3626
H 5.6260 -1.8134 1.6262
H 2.9444 -1.5087 -0.9903
H 3.9819 -2.7086 -0.1809
H 4.6791 -1.5493 -1.3242
Cl -3.1220 -1.3655 1.0400
Ge -2.0700 -0.0202 -0.2413
Cl -3.4018 1.6067 -0.7092
Cl -1.5551 -1.0450 -2.0555
O 0.1267 2.5853 -0.2786
S 0.7378 4.0267 -0.3037
C 0.0450 4.7656 -1.7316
C -1.3300 4.7918 -1.9556
C -1.7919 5.3887 -3.1117
C -0.8937 5.9555 -4.0140
C 0.4712 5.9213 -3.7770
C 0.9556 5.3127 -2.6279
C -0.0838 4.8204 1.0467
C -1.3388 4.4049 1.4786
C -1.9345 5.0898 2.5253
C -1.2843 6.1684 3.1152
C -0.0315 6.5670 2.6721
C 0.5855 5.8861 1.6321
H -2.0227 4.3482 -1.2535
H -2.8541 5.4173 -3.3118
H -1.2677 6.4263 -4.9132
H 1.1592 6.3601 -4.4859
H 2.0194 5.2679 -2.4316
H -1.8520 3.5797 0.9982
H -2.9142 4.7905 2.8723
H -1.7609 6.7028 3.9258
H 0.4693 7.4058 3.1354
H 1.5636 6.1896 1.2787
*
```

Output
electronic energy	-184621.114	eV
LUMO level (spin up / spin down)	-6.511 / -5.656	eV
energy relative to the best compared isomer or geometry (same formula, charge and spin)	8.13	kcal/mol
⟨S²⟩	2.069
largest force on an atom	0.7	eV/Å



[4]
# C5H5NO2

A single C5H5NO2 molecule at a distorted geometry (the ωB97M-V functional and the def2-TZVPD basis, OMol25).

Geometry as ORCA input:
```
! RIJCOSX wB97M-V def2-TZVPD def2/J DEFGRID3
* xyz 0 1
N -0.4701 -2.2990 -3.8685
O -0.0924 -1.0468 1.7638
C -0.1538 -1.3510 -3.2285
O 0.2128 0.4156 0.0309
C 0.0108 0.0751 1.3527
C 0.0016 -0.2644 -2.3500
C 0.1054 -0.5202 -0.9699
C 0.0790 1.2512 2.4366
H -0.0367 0.7940 -2.5277
H 0.0404 -1.6210 -0.7130
H 0.4463 0.9171 3.3910
H -0.9198 1.6456 2.6014
H 0.7763 2.0038 2.0812
*
```

Output
electronic energy	-10849.433	eV
LUMO level	-0.029	eV
energy relative to the best compared isomer or geometry (same formula, charge and spin)	43.39	kcal/mol
largest force on an atom	5.3	eV/Å



[5]
# C3H4CuO

A molecular structure, C3H4CuO at a distorted geometry (the ωB97M-V functional and the def2-TZVPD basis, OMol25).

Geometry as ORCA input:
```
! RIJCOSX wB97M-V def2-TZVPD def2/J DEFGRID3
* xyz 1 3
C 0.3674 -0.5880 -1.3437
C 0.5234 -0.7557 -0.0051
C 0.1419 0.4664 0.6620
O -1.0037 0.8665 0.8685
Cu -1.8492 2.2803 1.6140
H -0.0552 -1.3782 -1.9653
H 0.5727 0.3640 -1.8387
H 0.3865 -1.7155 0.4952
H 0.9163 0.4602 1.5132
*
```

Output
electronic energy	-49849.419	eV
LUMO level (spin up / spin down)	-5.258 / -7.768	eV
energy relative to the best compared isomer or geometry (same formula, charge and spin)	3.80	kcal/mol
⟨S²⟩	2.008
largest force on an atom	3.4	eV/Å



[6]
# C14H32ClInO26PS6

A molecular structure, C14H32ClInO26PS6 at a distorted geometry (the ωB97M-V functional and the def2-TZVPD basis, OMol25).

Geometry as ORCA input:
```
! RIJCOSX wB97M-V def2-TZVPD def2/J DEFGRID3
* xyz -1 1
C 5.1270 0.9874 -0.9015
C 4.1523 0.2966 0.0778
O 4.7299 -0.0935 1.2883
In 4.8209 1.4490 2.6955
P 7.0174 2.7691 2.5312
O 7.1133 3.4236 0.9688
Cl 6.7510 4.3610 3.9146
H 5.1788 2.0794 -0.7929
H 4.7263 0.7962 -1.9233
H 6.1335 0.5566 -0.8360
H 3.8248 -0.6380 -0.4328
H 3.2373 0.9151 0.1820
H 4.8678 0.6512 4.3100
H 3.3822 2.5057 2.7115
H 7.6123 2.8203 0.4033
C 3.2551 4.1540 -4.6837
C 1.9284 3.6607 -5.2203
O 2.1015 2.2410 -5.3620
S 3.0993 1.7131 -4.2148
O 2.3222 1.1962 -3.1486
O 4.1340 0.9685 -4.8355
O 3.6844 3.1408 -3.7673
H 3.9999 4.2336 -5.4792
H 3.1663 5.1108 -4.1750
H 1.6698 4.1124 -6.1717
H 1.1223 3.8351 -4.5032
C -2.1473 4.2532 -7.6911
C -2.8182 5.1629 -6.6837
O -1.7382 5.8647 -6.0577
S -0.5562 6.0823 -7.1221
O -0.6650 7.3841 -7.6672
O 0.6498 5.5966 -6.5476
O -1.0650 5.0282 -8.2221
H -1.7291 3.3666 -7.2094
H -2.8209 3.9477 -8.4880
H -3.3959 4.6135 -5.9450
H -3.4610 5.8970 -7.1752
C 1.3919 -1.7780 1.8347
C 0.5246 -1.3042 0.6927
O -0.7904 -1.1734 1.2677
S -0.6476 -0.7393 2.8045
O -0.8115 0.6666 2.8968
O -1.4125 -1.6456 3.5988
O 0.9091 -1.0736 2.9866
H 1.2644 -2.8492 2.0136
H 2.4477 -1.5601 1.6673
H 0.5109 -2.0018 -0.1405
H 0.8392 -0.3213 0.3360
C -4.8490 -1.1875 3.2960
C -5.2508 -0.9678 4.7360
O -6.6106 -0.5115 4.6683
S -7.3384 -1.1999 3.4122
O -8.0724 -2.3258 3.8709
O -7.9367 -0.1804 2.6292
O -6.0222 -1.7307 2.6652
H -4.6020 -0.2446 2.8055
H -4.0118 -1.8729 3.1982
H -4.6240 -0.2340 5.2354
H -5.2355 -1.9031 5.3007
C 0.6183 -3.6929 6.1165
C 1.2391 -4.8890 6.8075
O 1.4222 -5.8539 5.7683
S 1.7317 -5.0903 4.3835
O 3.1335 -5.0712 4.1863
O 0.8284 -5.5668 3.3993
O 1.2706 -3.6217 4.8479
H -0.4503 -3.8400 5.9432
H 0.7705 -2.7703 6.6716
H 0.6066 -5.2916 7.5950
H 2.2209 -4.6430 7.2194
C -4.1403 -4.5144 -0.4771
C -4.7228 -3.5619 -1.5012
O -4.2857 -2.2678 -1.0814
S -2.8364 -2.3931 -0.3843
O -1.8444 -2.0731 -1.3458
O -2.8911 -1.7720 0.8806
O -2.8430 -3.9898 -0.1823
H -4.7273 -4.5149 0.4443
H -4.0599 -5.5308 -0.8555
H -5.8085 -3.6036 -1.5401
H -4.3153 -3.7527 -2.4974
*
```

Output
electronic energy	-160263.270	eV
LUMO level	1.385	eV
largest force on an atom	1.9	eV/Å



[7]
# C30H35InN9O7S3

A molecular structure, C30H35InN9O7S3 (the ωB97M-V functional and the def2-TZVPD basis, OMol25).

Geometry as ORCA input:
```
! RIJCOSX wB97M-V def2-TZVPD def2/J DEFGRID3
* xyz -1 1
In 1.5978 -0.5273 1.3731
O 4.7842 2.0406 0.2869
C 4.2230 0.9789 0.5233
O 3.2548 0.8834 1.3867
C 4.5416 -0.2291 -0.3497
C 3.4095 -0.2949 -1.3960
C 3.8102 -1.1980 -2.5653
C 3.6218 -2.6074 -1.9529
C 3.2688 -2.2729 -0.5114
O 2.4200 -1.0937 -0.7034
C 4.4698 -1.6760 0.2388
C 4.3246 -1.7617 1.7708
O 5.3365 -1.8682 2.4399
O 3.1135 -1.7614 2.2231
H 5.5020 -0.0274 -0.8169
H 2.9734 0.6657 -1.6663
H 4.8377 -0.9977 -2.8677
H 3.1653 -1.0425 -3.4289
H 4.5138 -3.2289 -2.0187
H 2.7904 -3.1351 -2.4179
H 2.6968 -3.0259 0.0205
H 5.3871 -2.2057 -0.0143
S -3.7608 -1.7379 1.7979
C -3.5492 -0.0710 1.9623
N -2.8061 0.5929 2.8128
C -2.8675 1.9510 2.6148
C -2.1529 2.8992 3.3506
C -2.3093 4.2464 3.0697
C -3.1771 4.6764 2.0638
C -3.8827 3.7483 1.3091
C -3.7106 2.3974 1.5750
S -4.4041 1.0082 0.8015
H -1.4823 2.5581 4.1288
H -1.7558 4.9786 3.6454
H -3.3040 5.7353 1.8731
H -4.5543 4.0736 0.5230
C -1.5197 -2.2751 4.6224
N -0.9399 -2.8100 3.3932
C -1.4388 -3.9238 2.7708
C -1.0158 -4.3217 1.5615
C -0.0646 -3.5029 0.8221
O 0.3816 -3.8029 -0.2843
N 0.3007 -2.3339 1.4504
C -0.0685 -2.0309 2.7056
O 0.4189 -0.9864 3.2211
H -2.1797 -3.0313 5.0408
H -2.0913 -1.3756 4.3910
H -0.7237 -2.0429 5.3267
H -2.1885 -4.4593 3.3353
H -1.4036 -5.2133 1.0948
C 0.0848 -1.4479 -2.6315
N -0.5763 -0.7094 -1.5581
C -0.9226 0.6182 -2.0505
N -1.7867 0.5772 -3.2384
C -1.0941 -0.2002 -4.2701
N -0.7558 -1.5558 -3.8342
C -2.0035 -2.2266 -3.4434
N -2.7164 -1.5085 -2.3906
C -1.8287 -1.4070 -1.2230
C -3.0063 -0.1589 -2.8631
H 0.3316 -2.4442 -2.2620
H 1.0065 -0.9260 -2.9033
H -0.0043 1.1626 -2.3015
H -1.4478 1.1507 -1.2568
H -0.1727 0.3220 -4.5441
H -1.7359 -0.2620 -5.1533
H -1.7631 -3.2296 -3.0858
H -2.6487 -2.3070 -4.3230
H -1.5907 -2.4106 -0.8748
H -2.3430 -0.8750 -0.4217
H -3.5188 0.3889 -2.0694
H -3.6615 -0.2159 -3.7367
C -1.5071 3.8209 -0.1556
N -0.0619 3.6726 -0.0962
C 0.8502 4.6067 -0.5607
C 2.0817 4.1504 -0.2496
N 1.9047 2.9588 0.4120
C 0.6024 2.6627 0.5019
S -0.1329 1.3089 1.2595
H -1.8154 4.0000 -1.1845
H -1.8223 4.6390 0.4896
H -1.9706 2.9092 0.2125
H 0.5293 5.4959 -1.0718
H 3.0648 4.5385 -0.4419
H 2.6385 2.3403 0.7873
*
```

Output
electronic energy	-97107.749	eV
LUMO level (spin up / spin down)	2.266 / 2.254	eV
energy relative to the best compared isomer or geometry (same formula, charge and spin)	20.12	kcal/mol
largest force on an atom	0.7	eV/Å



[8]
# C24H36F3O23V3

A molecular structure, C24H36F3O23V3 at a distorted geometry (the ωB97M-V functional and the def2-TZVPD basis, OMol25).

Geometry as ORCA input:
```
! RIJCOSX wB97M-V def2-TZVPD def2/J DEFGRID3
* xyz 2 1
O 2.0007 1.7085 4.2768
V 0.4525 1.3619 3.8560
O -0.3761 2.4656 3.1658
O -4.7970 0.2990 4.2228
V -3.4638 -0.5858 4.7511
O -3.1199 -1.4912 3.4438
O 2.4057 -3.5684 2.9494
V 2.0982 -2.6880 4.2156
O 3.3039 -2.7515 5.2759
C 0.9137 -0.7045 1.8481
O 1.1756 0.7928 1.8250
O 0.9498 -0.9554 3.2485
C -0.3051 -1.2892 1.0179
F -0.0807 -1.3128 -0.3204
F -0.4468 -2.5568 1.3814
F -1.4572 -0.6898 1.1772
C 1.2946 1.2807 0.4386
C 0.0797 1.9220 0.0044
H 0.1262 2.1209 -1.0663
H -0.8135 1.3150 -0.1436
H -0.1816 2.7594 0.6514
H 1.7188 0.5983 -0.2979
H 1.9832 2.1175 0.5546
H 1.7625 -1.2336 1.4148
C 1.7677 7.1262 1.6148
C 1.9112 5.8757 2.5621
C 2.7862 4.7784 1.9582
O 3.9755 4.7907 2.7081
C 3.8636 5.7614 3.6441
O 4.8439 6.1569 4.2872
O 2.6204 6.2220 3.7102
H 2.3828 7.0523 0.7180
H 1.7983 8.1221 2.0568
H 0.7199 7.2027 1.3241
H 0.9388 5.5553 2.9362
H 3.0332 4.8971 0.9033
H 2.5278 3.7465 2.1959
C 3.0884 -3.4583 -0.3483
C 4.2996 -2.6889 -0.9604
C 5.5586 -2.4712 -0.1308
O 6.5979 -2.5798 -1.1787
C 6.0731 -3.2167 -2.2741
O 6.7869 -3.5351 -3.2643
O 4.7348 -3.4245 -2.1241
H 2.1426 -3.2637 -0.8540
H 2.9878 -3.0873 0.6716
H 3.2818 -4.5304 -0.3115
H 3.9448 -1.8143 -1.5057
H 5.4742 -3.2384 0.6389
H 5.4468 -1.4700 0.2855
C -2.0731 -4.8722 1.9362
C -3.0148 -6.0311 1.9255
C -3.7076 -6.2430 0.5148
O -3.7786 -7.6291 0.4529
C -3.0837 -8.2881 1.3232
O -2.8647 -9.5037 1.3165
O -2.4961 -7.3499 2.1656
H -1.5049 -4.7377 2.8566
H -2.4578 -3.8983 1.6336
H -1.2246 -5.1159 1.2968
H -3.8393 -5.9775 2.6366
H -3.1121 -5.7697 -0.2659
H -4.6434 -5.6969 0.3964
C -2.9172 -2.3826 -1.7517
C -2.5350 -1.2044 -2.6523
C -2.4783 -1.4482 -4.1421
O -3.1715 -0.3485 -4.6916
C -3.5057 0.4105 -3.7077
O -3.8422 1.5518 -3.8548
O -3.4504 -0.1749 -2.4968
H -3.3022 -3.2041 -2.3560
H -3.5984 -2.1410 -0.9358
H -2.0341 -2.8586 -1.3256
H -1.5469 -0.7940 -2.4441
H -2.8194 -2.3970 -4.5561
H -1.4171 -1.4716 -4.3897
C -1.1129 4.5710 -2.0403
C -1.5705 5.0214 -3.4310
C -1.6773 3.9150 -4.4530
O -2.6753 4.4107 -5.2746
C -3.4474 5.2376 -4.6003
O -4.5442 5.6577 -4.8767
O -2.8999 5.6029 -3.4354
H -1.2648 5.3116 -1.2550
H -0.0548 4.3188 -1.9715
H -1.7144 3.6895 -1.8182
H -0.7851 5.7258 -3.7050
H -1.8718 2.8929 -4.1281
H -0.7726 3.7975 -5.0495
*
```

Output
electronic energy	-157751.084	eV
LUMO level	-12.227	eV
largest force on an atom	8.7	eV/Å